Entry 1:
Molecular formula: C49H83Br6N3O7
Method: DFT, wB97M-V/def2-TZVPD

Positions of all 148 atoms, in Å:
Br 5.553 0.216 1.597
C 4.824 0.598 -0.209
C 5.771 1.553 -0.968
Br 5.135 1.862 -2.806
H 3.820 1.000 -0.070
H 4.830 -0.354 -0.740
H 6.701 1.009 -1.126
H 5.934 2.478 -0.415
Br -0.935 5.785 5.790
C 0.675 4.616 6.197
C 0.361 3.143 6.384
Br -0.685 2.324 4.818
H 1.139 5.108 7.052
H 1.348 4.760 5.352
H -0.346 3.117 7.213
H 1.213 2.489 6.568
Br -4.526 4.654 1.079
C -4.227 3.576 2.680
C -4.068 2.088 2.219
Br -3.909 0.848 3.762
H -5.024 3.665 3.418
H -3.308 3.956 3.128
H -3.220 1.951 1.548
H -4.972 1.802 1.680
N 4.154 3.051 4.630
C 3.393 2.640 3.593
C 2.804 1.370 3.552
C 3.116 0.470 4.605
C 3.912 0.970 5.684
C 4.421 2.267 5.655
H 3.263 3.385 2.821
H 2.107 1.124 2.764
H 2.727 -0.536 4.663
H 4.168 0.443 6.592
H 4.916 2.759 6.479
N -3.994 1.449 -1.036
C -3.271 2.430 -1.608
C -3.219 2.663 -2.973
C -3.981 1.840 -3.821
C -4.818 0.935 -3.231
C -4.825 0.754 -1.893
H -2.535 2.934 -1.000
H -2.526 3.365 -3.414
H -3.920 2.087 -4.871
H -5.452 0.321 -3.852
H -5.488 0.056 -1.403
N -1.354 -7.630 0.686
C -0.763 -7.293 -0.496
C -0.315 -5.959 -0.730
C -0.355 -4.989 0.262
C -0.949 -5.380 1.472
C -1.454 -6.674 1.641
H -0.558 -8.115 -1.165
H 0.203 -5.691 -1.638
H -0.011 -3.983 0.070
H -1.042 -4.616 2.230
H -1.920 -6.841 2.600
C 2.464 -3.432 2.984
C 3.511 -2.640 2.228
C 3.304 -3.173 0.730
O 2.715 -4.474 0.983
C 2.668 -4.757 2.365
H 1.479 -3.063 2.700
H 2.611 -3.498 4.062
H 4.510 -2.949 2.534
H 3.366 -1.568 2.360
H 4.278 -3.199 0.241
H 2.532 -2.562 0.260
H 3.519 -5.298 2.780
H 1.747 -5.326 2.490
C -3.668 -2.710 2.720
C -3.786 -2.334 1.218
C -5.198 -1.841 1.154
O -5.948 -2.747 2.023
C -5.069 -3.106 3.092
H -3.371 -1.928 3.419
H -2.902 -3.471 2.868
H -3.590 -3.250 0.662
H -3.077 -1.530 1.017
H -5.532 -1.804 0.117
H -5.232 -0.831 1.563
H -5.050 -4.195 3.114
H -5.538 -2.650 3.964
C 2.936 -1.120 -4.128
C 2.908 -1.999 -2.899
C 3.126 -3.383 -3.479
O 2.419 -3.280 -4.684
C 2.548 -2.013 -5.290
H 3.904 -0.635 -4.253
H 2.261 -0.270 -4.033
H 1.998 -1.975 -2.298
H 3.795 -1.848 -2.285
H 2.622 -4.144 -2.882
H 4.168 -3.703 -3.489
H 1.682 -1.594 -5.803
H 3.380 -2.181 -5.975
C -0.648 6.220 0.638
C -0.065 5.735 1.880
C -0.434 4.233 1.877
O -0.765 3.925 0.501
C -0.487 5.058 -0.300
H -0.050 7.051 0.262
H -1.690 6.436 0.874
H -0.513 6.234 2.739
H 1.003 5.894 2.030
H -1.330 4.109 2.485
H 0.387 3.656 2.302
H -1.124 5.145 -1.181
H 0.521 4.980 -0.705
C -0.634 0.280 1.714
C -0.739 0.422 0.194
C 0.678 0.060 -0.384
O 1.157 -0.812 0.721
C 0.201 -0.966 1.734
H -1.583 0.153 2.234
H -0.166 1.093 2.268
H -0.995 1.463 -0.003
H -1.530 -0.159 -0.281
H 1.181 1.024 -0.452
H 0.567 -0.447 -1.342
H 0.714 -1.125 2.683
H -0.451 -1.832 1.615
C -1.195 -2.398 -3.426
C -2.125 -1.200 -3.510
C -2.444 -1.117 -5.016
O -2.555 -2.521 -5.300
C -1.528 -3.211 -4.631
H -1.610 -2.931 -2.571
H -0.154 -2.195 -3.172
H -1.603 -0.339 -3.093
H -3.009 -1.200 -2.873
H -1.615 -0.577 -5.472
H -3.348 -0.549 -5.235
H -0.601 -3.284 -5.199
H -1.935 -4.173 -4.319
C 0.293 2.228 -5.555
C 0.322 2.364 -4.053
C 1.792 2.601 -3.775
O 2.494 2.560 -5.041
C 1.607 2.774 -6.146
H -0.536 2.758 -6.023
H 0.274 1.182 -5.859
H -0.022 1.508 -3.473
H -0.339 3.167 -3.729
H 2.169 1.750 -3.207
H 2.010 3.485 -3.176
H 1.991 2.289 -7.043
H 1.455 3.828 -6.377

As for the net charge: +1. The expectation value of S² is 0.75. The value obtained for the energy is -18051.33579 Eh. Its spin multiplicity is 2. For the max |F|, the calculation gives 3.69 eV/Å. The orbital gap (alpha / beta) is 8.64 / 2.48 eV. For the highest occupied orbital energy (alpha / beta), the calculation gives -11.131 / -11.131 eV.



Entry 2:
Molecular formula: C6H7N3
Method: DFT, wB97M-V/def2-TZVPD

Positions of all 16 atoms, in Å:
C 1.766 -1.315 0.466
C -1.433 1.351 0.414
C -1.733 0.073 0.149
C -0.087 1.685 0.799
C -0.698 -0.995 0.231
C 0.689 -0.406 0.315
N 2.625 -2.069 0.557
N 0.904 0.870 0.763
N 1.062 -0.151 -1.811
H -2.170 2.136 0.367
H -2.735 -0.236 -0.109
H 0.135 2.686 1.147
H -0.888 -1.624 1.114
H -0.768 -1.652 -0.640
H 1.709 0.632 -1.773
H 1.623 -0.983 -1.989

The value obtained for the energy is -396.97707 Eh. For the max |F|, the calculation gives 3.79 eV/Å. The orbital gap (alpha / beta) is 7.68 / 8.02 eV. For the highest occupied orbital energy (alpha / beta), the calculation gives -8.625 / -9.072 eV.



Entry 3:
Molecular formula: C15H29AsBr2N5OSSr
Method: DFT, wB97M-V/def2-TZVPD

Positions of all 55 atoms, in Å:
Sr 0.161 0.092 -0.824
C 2.247 1.508 1.999
C 3.117 0.861 0.939
N 2.397 -0.088 0.070
C 1.866 -1.292 0.854
C 0.264 -1.691 0.965
C -0.093 -2.977 1.270
C -1.453 -3.195 1.583
C -2.323 -2.141 1.748
C -1.807 -0.835 1.662
C -2.572 0.451 1.925
N -2.003 1.557 1.176
C -1.361 2.602 1.972
C -0.001 2.198 2.523
N 1.030 2.136 1.495
N -0.557 -0.637 1.297
H 2.908 2.211 2.524
H 1.941 0.766 2.739
H 3.965 0.381 1.435
H 3.481 1.635 0.261
H 3.043 -0.476 -0.611
H 2.046 -1.135 1.917
H 2.416 -2.206 0.637
H 0.602 -3.801 1.201
H -1.816 -4.211 1.682
H -3.367 -2.310 1.979
H -2.556 0.640 3.004
H -3.619 0.297 1.651
H -2.647 1.949 0.504
H -1.995 2.875 2.826
H -1.249 3.481 1.335
H -0.086 1.205 2.970
H 0.255 2.907 3.323
H 1.212 3.036 1.071
Br -0.691 5.417 -1.000
C -1.740 4.890 -2.529
Br -2.869 3.364 -2.186
H -1.044 4.616 -3.315
H -2.391 5.715 -2.778
O 1.031 3.707 -3.705
S 1.414 3.318 -2.343
N 0.659 2.276 -1.643
C 1.295 -4.161 -1.626
As 0.951 -2.209 -2.078
C -1.070 -1.984 -1.633
C 0.416 -2.691 -3.948
H 1.809 -4.557 -2.500
H 0.352 -4.690 -1.509
H 1.933 -4.299 -0.758
H -1.588 -1.736 -2.559
H -1.457 -1.367 -0.766
H -1.415 -2.990 -1.398
H -0.299 -3.508 -3.868
H 1.287 -3.056 -4.488
H -0.032 -1.852 -4.473

As for the net charge: +1. The value obtained for the energy is -8750.41562 Eh. For the max |F|, the calculation gives 6.08 eV/Å. The orbital gap is 6.96 eV. For the highest occupied orbital energy, the calculation gives -10.462 eV.



Entry 4:
Molecular formula: C19H32N2O5
Method: DFT, wB97M-V/def2-TZVPD

Positions of all 58 atoms, in Å:
C -6.178 -1.584 0.040
C -4.812 -1.351 0.674
C -3.950 -0.426 -0.181
C -2.543 -0.259 0.411
N -1.883 -1.540 0.476
C -0.496 -1.530 0.913
C -0.209 -2.823 1.685
C 0.423 -1.509 -0.306
O 0.149 -2.253 -1.253
N 1.528 -0.759 -0.319
C 2.300 -0.631 -1.562
C 3.178 -1.883 -1.793
O 4.379 -1.844 -1.743
O 2.505 -2.985 -2.050
C 3.133 0.639 -1.398
C 2.511 1.350 -0.196
C 3.427 2.323 0.541
C 4.519 1.615 1.337
C 3.900 0.599 2.290
C 3.139 -0.457 1.496
C 2.018 0.183 0.670
C -1.800 0.798 -0.405
O -0.885 0.580 -1.159
O -2.287 2.016 -0.157
C -1.734 3.108 -0.898
C -2.380 3.229 -2.270
H -6.780 -2.238 0.666
H -6.071 -2.049 -0.937
H -6.709 -0.643 -0.084
H -4.292 -2.301 0.799
H -4.939 -0.908 1.663
H -4.421 0.556 -0.255
H -3.859 -0.839 -1.189
H -2.636 0.130 1.435
H -1.922 -2.015 -0.423
H -0.339 -0.670 1.568
H 0.815 -2.834 2.049
H -0.893 -2.903 2.525
H -0.360 -3.675 1.028
H 1.584 -0.563 -2.391
H 1.519 -2.836 -1.938
H 4.169 0.360 -1.203
H 3.108 1.254 -2.295
H 1.626 1.895 -0.546
H 3.873 3.007 -0.183
H 2.820 2.917 1.230
H 5.206 1.104 0.662
H 5.092 2.355 1.898
H 4.679 0.117 2.882
H 3.218 1.107 2.977
H 3.829 -0.971 0.826
H 2.709 -1.202 2.169
H 1.214 0.511 1.333
H -0.654 2.956 -1.000
H -1.930 3.992 -0.288
H -3.457 3.339 -2.170
H -1.980 4.097 -2.786
H -2.169 2.341 -2.860

The value obtained for the energy is -1228.98711 Eh. As for the SMILES: CCC[C@@H](N[C@@H](C)C(=O)N1[C@H](C(=O)O)C[C@@H]2CCCC[C@@H]21)C(=O)OCC. For the max |F|, the calculation gives 0.61 eV/Å. The orbital gap is 9.66 eV. For the highest occupied orbital energy, the calculation gives -9.166 eV.



Entry 5:
Molecular formula: C3H4NO2
Method: DFT, wB97M-V/def2-TZVPD

Positions of all 10 atoms, in Å:
C 0.630 -1.113 1.288
C 1.591 -2.221 3.614
C -0.004 0.360 -0.527
N 0.965 -0.568 0.173
O 0.550 -2.491 4.053
O 2.767 -2.072 3.451
H -0.316 -1.069 1.720
H 0.406 0.674 -1.520
H -0.146 1.323 -0.088
H -0.893 -0.203 -0.605

As for the net charge: -1. The value obtained for the energy is -321.89664 Eh. For the max |F|, the calculation gives 3.52 eV/Å. The orbital gap is 5.35 eV. For the highest occupied orbital energy, the calculation gives -1.415 eV.



Entry 6:
Molecular formula: C8H10F15FeO16S4
Method: DFT, wB97M-V/def2-TZVPD

Positions of all 54 atoms, in Å:
Fe -0.678 0.183 0.808
C -1.665 4.293 -0.948
F -1.326 3.519 -1.970
F -0.600 4.966 -0.534
F -2.577 5.171 -1.377
S -2.399 3.264 0.421
O -1.505 2.110 0.407
O -2.436 4.010 1.654
O -3.733 2.931 -0.039
C -3.162 -2.500 3.592
F -2.274 -2.853 4.522
F -4.182 -3.348 3.714
F -3.550 -1.242 3.866
S -2.423 -2.581 1.870
O -3.538 -2.632 0.950
O -1.690 -1.305 1.725
O -1.642 -3.756 1.958
C 3.441 -1.764 2.638
F 3.834 -0.504 2.868
F 3.714 -2.015 1.362
F 4.113 -2.629 3.405
S 1.620 -1.949 2.971
O 1.538 -1.601 4.382
O 0.985 -0.936 2.123
O 1.288 -3.308 2.692
C -0.488 -2.514 -2.719
F 0.276 -2.877 -3.740
F -1.084 -1.339 -2.986
F -1.466 -3.401 -2.534
S 0.572 -2.502 -1.148
O 0.365 -3.771 -0.518
O 1.927 -2.345 -1.619
O 0.012 -1.366 -0.402
C 1.755 1.560 -0.818
O 1.453 0.901 -2.027
O 0.900 1.188 0.140
C 3.263 1.406 -0.559
F 3.743 2.450 0.154
F 3.581 0.310 0.110
F 3.985 1.341 -1.700
C 1.410 1.705 -3.175
C 0.922 0.882 -4.374
H 0.760 -0.135 -4.024
H -0.037 1.213 -4.775
H 1.693 0.987 -5.133
H 2.440 2.012 -3.391
H 0.831 2.625 -3.034
H 1.606 2.660 -0.887
O -2.188 -0.165 -0.667
H -3.060 0.084 -0.328
H -2.321 -0.386 -1.593
O -0.649 1.035 2.634
H -1.401 1.256 3.196
H 0.050 1.663 2.858

As for the net charge: -2. The expectation value of S² is 8.76. The value obtained for the energy is -5869.32985 Eh. Its spin multiplicity is 6. For the max |F|, the calculation gives 3.68 eV/Å. The orbital gap (alpha / beta) is 8.28 / 6.76 eV. For the highest occupied orbital energy (alpha / beta), the calculation gives -3.927 / -3.903 eV.